No. 1
Molecular formula: C22H67BBaF4N9O9
Method: DFT, ωB97M-V with the def2-TZVPD basis set

Gap between HOMO and LUMO ... 6.61 eV
E_HOMO ... -10.4 eV
Max |F| ... 0.0477 hartree/bohr

```
! wB97M-V def2-TZVPD RIJCOSX def2/J DEFGRID3
* xyz 1 1
Ba -1.79546 4.06332 1.25562
B -1.50530 2.24743 -1.40987
F -2.35171 1.20214 -1.03248
F -2.20176 3.44851 -1.36384
F -0.47291 2.39652 -0.52131
F -1.09864 2.05035 -2.71053
C -3.82734 2.33854 -4.88881
O -4.76315 2.49930 -5.65905
N -3.13234 1.14775 -4.75491
N -3.40839 3.23438 -3.95743
H -2.48921 1.05465 -3.99930
H -3.13795 0.55986 -5.57039
H -3.76774 4.17013 -3.83154
H -2.66803 3.01438 -3.31370
C 2.65068 0.73888 0.83266
O 2.13646 1.87072 0.82455
N 3.91771 0.51141 1.24814
N 2.12107 -0.28822 0.11735
H 4.18963 -0.45373 1.19910
H 4.48862 1.18501 1.72197
H 1.18077 -0.10948 -0.20255
H 2.48448 -1.20546 0.29999
C -7.87512 3.76114 -2.66422
C -7.28423 2.63877 -3.48637
C -7.48868 1.25277 -2.85498
O -6.83767 1.11109 -1.61314
C -5.43532 0.97632 -1.65295
N -7.93073 2.65465 -4.81740
H -7.37167 3.83072 -1.69720
H -8.92536 3.56231 -2.44340
H -7.80047 4.69798 -3.21778
H -6.21278 2.80316 -3.65467
H -7.12018 0.50544 -3.56844
H -8.55441 1.06240 -2.72590
H -5.06313 0.25539 -2.38872
H -5.14365 0.64408 -0.65829
H -4.89574 1.87961 -1.95712
H -7.46286 1.91193 -5.32880
H -7.61955 3.54721 -5.18589
C 2.21101 3.13264 4.23239
C 0.96288 3.75601 3.62896
C 1.11813 5.19289 3.09900
O -0.16944 5.75627 2.82211
C -0.17865 7.14787 2.58952
N 0.38284 2.91604 2.60723
H 2.38449 3.65188 5.17383
H 2.96900 3.22635 3.45454
H 1.95185 2.09495 4.43184
H 0.22008 3.92821 4.41863
H 1.77417 5.27991 2.22215
H 1.72944 5.76744 3.80251
H 0.49101 7.65168 3.28991
H -1.17643 7.55444 2.76078
H 0.11651 7.48210 1.58986
H 0.17958 1.96516 2.88651
H 1.06654 2.86179 1.84818
C 2.21580 1.22812 -4.61775
C 2.49603 1.31258 -3.12698
C 3.97348 1.61668 -2.88617
O 4.71872 0.47031 -3.34235
C 6.08330 0.59958 -3.02465
N 1.71817 2.48113 -2.65206
H 2.18648 2.21048 -5.09308
H 1.18488 0.88515 -4.75240
H 2.92450 0.59780 -5.15106
H 2.16662 0.41505 -2.59866
H 4.22943 1.67396 -1.82362
H 4.25535 2.49427 -3.47057
H 6.58084 1.53674 -3.27776
H 6.60933 -0.25203 -3.45885
H 6.23641 0.40119 -1.95426
H 0.78558 2.28499 -2.98726
H 1.56448 2.49083 -1.64907
C -2.85551 6.43559 -5.83330
C -3.73733 7.40198 -5.08628
C -3.94473 7.10351 -3.61532
O -4.57027 5.84300 -3.37127
C -4.68194 5.59222 -1.98279
N -3.21832 8.75157 -5.35373
H -1.85453 6.43864 -5.39630
H -2.88034 6.73251 -6.88016
H -3.23456 5.41355 -5.77825
H -4.73117 7.28000 -5.53868
H -4.44528 7.89634 -3.05321
H -2.93144 7.11465 -3.18585
H -3.72960 5.49975 -1.44234
H -5.18273 4.64559 -1.78102
H -5.25468 6.36365 -1.46277
H -3.95740 9.44625 -5.40431
H -2.82942 8.84226 -6.28410
C 1.77205 -2.75037 -3.43671
C 0.50860 -3.03932 -2.64169
C -0.80745 -2.60688 -3.34000
O -1.90006 -2.61446 -2.40763
C -3.03320 -1.97266 -2.96638
N 0.58272 -4.48600 -2.37819
H 2.68488 -3.00034 -2.90317
H 1.88999 -1.70852 -3.76022
H 1.66765 -3.24674 -4.40342
H 0.51111 -2.56945 -1.65358
H -1.01877 -3.36463 -4.10092
H -0.63167 -1.65800 -3.85168
H -3.34342 -2.44104 -3.90313
H -2.83714 -0.90981 -3.11027
H -3.84023 -2.09299 -2.24405
H -0.38131 -4.81617 -2.38312
H 0.87712 -4.70372 -1.43385
O -2.74210 1.46901 1.99048
H -2.18515 0.69181 2.12740
H -3.55949 1.11888 1.61219
O -0.92926 -1.01076 -0.45339
H -1.01590 -0.16496 -0.89582
H -1.34069 -1.66334 -1.06646
*
```

These are the Löwdin partial charges, in e, on atoms 1 to 2:
1. Ba 2.060
2. B -1.448

No. 2
Molecular formula: C22H67BrFeO12
Method: DFT, ωB97M-V with the def2-TZVPD basis set

Gap between HOMO and LUMO (alpha / beta) ... 8.71 / 8.65 eV
E_HOMO (alpha / beta) ... -8.4 / -8.3 eV
Max |F| ... 0.0471 hartree/bohr
Energy relative to the best compared isomer or geometry (same formula, charge and spin) ... 16.7 kcal per mole
Expectation value of S² ... 6.01

```
! wB97M-V def2-TZVPD RIJCOSX def2/J DEFGRID3
* xyz 0 5
Fe 2.52834 0.46881 0.05813
O 0.60309 0.06487 0.32499
H -0.10524 0.70401 0.53548
Br 5.11253 1.02607 -0.31947
C -3.03889 -0.03114 2.37942
C -3.31533 0.34083 0.91061
O -4.63169 0.82945 0.70075
H -1.99140 -0.26560 2.56884
H -3.64083 -0.88659 2.68600
H -3.33321 0.79574 3.02574
H -3.15663 -0.49007 0.22321
H -2.60808 1.10926 0.59851
H -4.66067 1.17776 -0.19336
C -2.29458 -0.10225 -3.67120
C -1.41069 0.38879 -2.55094
O -0.51147 -0.56989 -2.10077
H -3.12137 0.57884 -3.87279
H -2.81006 -1.04633 -3.49490
H -1.79005 -0.11393 -4.63734
H -2.11755 0.61004 -1.75125
H -0.95119 1.33363 -2.84117
H -0.35441 -0.39365 -1.17025
C 0.21655 -2.29621 5.35976
C 1.26408 -2.97348 4.45862
O 0.62340 -3.81985 3.51727
H -0.45228 -3.10245 5.66098
H -0.46811 -1.65966 4.79927
H 0.60647 -1.85395 6.27653
H 1.93599 -3.60097 5.04419
H 1.81118 -2.19485 3.92711
H 0.39796 -3.31799 2.73055
C -3.48717 3.78200 -1.16591
C -4.28795 3.23871 -2.36154
O -4.60734 1.95812 -1.88355
H -2.64079 3.15399 -0.88779
H -4.13683 3.86774 -0.29488
H -3.07101 4.76905 -1.36751
H -3.62061 3.28681 -3.22202
H -5.17153 3.85760 -2.51767
H -5.07643 1.44379 -2.54461
C 1.01772 0.79582 3.82502
C 1.80833 1.50452 2.79808
O 2.75473 0.66108 2.20459
H 1.62654 0.15328 4.46108
H 0.34456 0.13821 3.27502
H 0.37430 1.46549 4.39569
H 2.42420 2.19414 3.37536
H 1.20455 2.01770 2.04962
H 3.36956 0.42614 2.90345
C 1.06800 -4.42597 -4.44695
C 0.64742 -3.39345 -3.37414
O -0.25894 -2.49477 -3.94041
H 1.27425 -3.98975 -5.42433
H 0.20700 -5.05128 -4.68308
H 1.90411 -5.00292 -4.05178
H 1.55173 -2.80270 -3.22804
H 0.25640 -3.82737 -2.45386
H -0.40768 -1.81255 -3.28161
C 1.87579 0.66764 -4.49045
C 2.80972 0.07219 -3.41621
O 2.20279 0.19545 -2.12836
H 1.65245 1.69919 -4.21819
H 0.90923 0.20677 -4.69403
H 2.39935 0.75467 -5.44252
H 3.82304 0.46782 -3.34716
H 2.90017 -0.98890 -3.64861
H 1.28333 -0.05444 -2.24571
C 2.72209 3.60121 -2.05648
C 1.51511 3.10757 -1.23851
O 2.02922 2.52293 -0.08517
H 3.29847 2.76143 -2.44464
H 3.38471 4.24918 -1.48274
H 2.36044 4.14814 -2.92721
H 0.92700 2.38487 -1.80414
H 0.93476 3.95441 -0.87224
H 2.51614 3.21720 0.36481
C 4.09404 -2.97548 1.77595
C 2.74857 -2.44245 1.19615
O 2.93625 -1.68557 0.01244
H 4.55824 -3.68173 1.08761
H 3.94239 -3.41783 2.76055
H 4.90246 -2.25671 1.90979
H 2.17163 -1.81558 1.87605
H 2.20199 -3.36545 1.00268
H 3.17267 -2.32581 -0.66268
C -1.04861 -4.47330 0.70278
C -0.77222 -3.02902 0.28100
O -0.37692 -2.25854 1.36672
H -0.10052 -4.88871 1.04435
H -1.38319 -5.15818 -0.07637
H -1.75615 -4.46246 1.53185
H -1.65516 -2.54461 -0.13596
H 0.00198 -2.98099 -0.48478
H 0.00981 -1.45959 1.00103
C -2.72956 3.97721 2.38736
C -1.19789 3.71269 2.28493
O -0.54841 4.76337 2.97807
H -3.24672 3.28491 1.72301
H -3.00515 5.00766 2.16302
H -3.20899 3.64270 3.30734
H -0.89346 3.76360 1.23954
H -0.96932 2.71451 2.65842
H -0.79455 4.76534 3.90598
*
```

These are the Löwdin partial charges, in e, on atoms 1 to 2:
1. Fe 0.542
2. O -0.331